Record 1
DFT (ωB97M-V/def2-TZVPD) results for a gas-phase ion, C6H12N (charge +1).

The geometry in XYZ format:
```
19
Properties=species:S:1:pos:R:3:forces:R:3
C -1.0765 -0.4359 -0.5785 -0.06 0.04 -0.98
C -2.2462 -0.4743 -0.1012 -4.11 -1.84 0.99
C 0.4337 -0.1800 1.0673 -0.12 0.48 0.96
C -0.0121 1.0972 1.8914 -0.57 -2.67 -2.42
C 1.0476 -1.3888 -0.9624 -1.02 -1.87 -0.37
C 0.7112 1.0244 -1.1959 -1.93 0.91 1.05
N 0.2741 -0.2456 -0.4178 2.31 0.57 1.10
H -3.1272 -0.7492 -0.7738 1.31 0.78 0.36
H -2.6448 -0.6347 0.9360 0.97 0.69 -0.52
H 0.8194 -1.1365 1.5713 -0.93 1.50 -1.13
H -1.1094 1.0052 2.1811 1.43 0.40 -0.23
H 0.2200 1.9419 1.2373 -0.38 0.23 0.77
H 0.6599 1.0293 2.7117 0.22 0.44 1.03
H 1.3835 -0.9929 -1.8490 0.61 0.19 -2.56
H 1.9520 -1.4883 -0.4161 0.46 -0.53 1.02
H 0.4548 -2.3468 -1.1843 0.81 1.61 0.91
H 0.2495 1.0194 -2.1948 -0.29 -0.29 0.56
H 0.2454 1.8050 -0.5379 0.82 -0.26 -1.35
H 1.7653 1.1505 -1.3844 0.48 -0.39 0.83
```
Forces are in eV/Å.

Properties
total charge: +1
energy above the lowest of the compared OMol25 structures with the same formula, charge and spin: 628.5 kJ/mol
E: -290.08253 a.u.
Kohn-Sham gap (alpha / beta): 8.79 / 8.68 eV
spin multiplicity: 1

So, what does the Mulliken scheme give us? The charges, in e, come out as: C 0.2376; C -0.7421; C -0.2565; C -0.8823; C -0.9898; C -0.8964; N 0.4626; H 0.2453; H 0.2702; H 0.3770; H 0.2864; H 0.2754; H 0.3533; H 0.4260; H 0.4579; H 0.2494; H 0.3918; H 0.3650; H 0.3693


Record 2
DFT (ωB97M-V/def2-TZVPD) results for a gas-phase ion, C6H12N (charge +2).

The geometry in XYZ format:
```
19
Properties=species:S:1:pos:R:3:forces:R:3
C -0.8292 -0.5014 2.3797 -0.13 -0.73 -0.73
C -0.6110 -1.2534 1.1398 0.72 1.22 -0.01
C 0.3955 -0.7618 0.1184 -0.82 -0.43 -0.82
C 0.0607 0.5025 -0.6729 0.34 1.03 0.76
C -0.3030 1.6743 -0.1774 -0.32 0.51 -0.44
C 1.4984 0.7324 -2.5834 0.37 1.20 -0.14
N 0.3590 0.4524 -2.1044 -0.60 -1.59 0.40
H -1.8949 -0.0920 2.3330 -0.09 -0.14 0.06
H -0.9998 -1.2001 3.2210 -0.03 0.39 0.33
H -0.1715 0.3421 2.5368 0.14 -0.04 0.33
H -0.4201 -2.3485 1.4077 -0.29 -0.15 0.12
H -1.5436 -1.6168 0.6020 -0.06 -0.23 0.16
H 1.3658 -0.6142 0.6118 0.01 -0.11 -0.01
H 0.4457 -1.5596 -0.6265 0.48 -0.09 0.13
H -0.5805 2.5068 -0.8244 0.27 -0.18 -0.06
H -0.3851 1.9305 0.8659 -0.09 -0.39 0.26
H 1.7522 0.6054 -3.6301 -0.22 -0.22 -0.06
H 2.1902 1.2527 -1.9287 0.23 -0.24 0.02
H -0.3288 -0.0513 -2.6683 0.10 0.21 -0.30
```
Forces are in eV/Å.

Properties
total charge: +2
energy above the lowest of the compared OMol25 structures with the same formula, charge and spin: 219.3 kJ/mol
E: -289.72833 a.u.
Kohn-Sham gap (alpha / beta): 10.58 / 5.18 eV
⟨S²⟩: 0.753
spin multiplicity: 2

So, what does the Mulliken scheme give us? The charges, in e, come out as: C -0.8930; C -0.1531; C -0.6954; C 0.2914; C -0.7345; C -0.0825; N 0.0149; H 0.3880; H 0.3585; H 0.3745; H 0.4171; H 0.4334; H 0.3593; H 0.4071; H 0.3270; H 0.2226; H 0.3030; H 0.3146; H 0.3471


Record 3
DFT (ωB97M-V/def2-TZVPD) results for 2 unconnected molecules or ions with the total composition C6H12N2.

The geometry in XYZ format:
```
20
Properties=species:S:1:pos:R:3:forces:R:3
C 0.2728 2.5736 -0.6605 -1.82 0.14 0.56
C -0.7672 1.9245 0.2888 0.82 0.20 1.11
H 1.2319 2.1548 -0.4401 0.65 0.16 -0.29
H -0.0214 2.4969 -1.7045 0.30 -0.43 -0.09
H 0.2101 3.6280 -0.4276 0.62 0.44 -0.12
H -1.7383 1.7190 -0.1412 -0.05 -0.17 -0.11
H -0.8864 2.5589 1.1783 -0.38 0.33 -0.36
H -0.3618 1.0542 0.8097 -0.24 -0.49 -0.71
C 1.8782 -0.7180 -0.0017 0.71 0.37 -1.02
C -0.1506 -1.8610 1.0273 0.70 -0.33 -0.11
C 0.5687 -1.4118 -0.0472 -0.35 0.40 0.97
C -1.3098 -2.0751 -0.7992 0.35 0.36 0.10
N -1.3210 -2.3232 0.5265 -0.87 0.18 -0.06
N -0.1848 -1.5197 -1.1811 0.36 -0.02 -0.50
H 0.1600 -1.9401 2.0517 -0.20 0.02 0.17
H -2.1667 -2.5465 1.0741 0.25 -0.18 -0.04
H 2.4953 -1.0148 -0.8594 0.11 -0.32 0.27
H 2.4408 -0.8284 0.9235 -0.14 -0.34 0.06
H -2.1454 -2.2276 -1.4421 -0.46 -0.34 -0.01
H 1.7959 0.3564 -0.1753 -0.35 0.00 0.19
```
Forces are in eV/Å.

Properties
total charge: -1
energy above the lowest of the compared OMol25 structures with the same formula, charge and spin: 25.5 kJ/mol
E: -345.27047 a.u.
Kohn-Sham gap (alpha / beta): 2.54 / 8.42 eV
⟨S²⟩: 0.750
spin multiplicity: 2

So, what does the Mulliken scheme give us? The charges, in e, come out as: C -0.9594; C -0.8397; H 0.2859; H 0.2328; H 0.3392; H 0.2304; H 0.5652; H -0.0332; C -0.8941; C -2.1546; C 0.8240; C -1.6871; N 0.4826; N -0.7380; H 0.8101; H 0.9372; H 0.3487; H 0.3584; H 1.0131; H -0.1215


Record 4
DFT (ωB97M-V/def2-TZVPD) results for 2 unconnected molecules or ions with the total composition C6H12N2.

The geometry in XYZ format:
```
20
Properties=species:S:1:pos:R:3:forces:R:3
C 1.4842 -2.0105 0.0902 2.01 -0.18 0.78
C -2.3979 1.4442 -0.4854 -0.55 -3.16 -0.49
C 1.2356 -0.7975 -0.2793 -2.94 0.88 -1.47
C 2.0076 1.3979 0.5875 2.64 -1.95 -2.69
C -1.8197 -1.2486 0.4752 -4.05 1.51 -1.93
C 1.5741 0.4935 -0.7801 0.34 2.82 1.79
N -1.2927 0.7804 -0.7067 0.15 0.89 1.33
N -1.0533 -0.4269 -0.3873 2.95 -0.91 -0.79
H 0.7501 -2.7710 0.2740 -0.26 -0.09 0.10
H 2.5758 -2.2409 0.3434 -1.51 0.12 -0.54
H -2.4806 2.4334 -0.8161 -0.02 1.18 -0.44
H -3.3141 0.7837 -0.3817 0.75 1.31 0.36
H 1.8630 2.4316 0.3751 0.23 0.73 -0.05
H 1.4326 1.0920 1.3777 -2.07 -0.61 1.71
H 3.0496 1.1153 0.9810 -1.15 0.76 -1.11
H -1.6603 -1.1240 1.5012 1.23 -0.52 1.74
H -2.9115 -0.7757 0.4874 1.68 -1.24 -0.38
H -1.9373 -2.2398 0.0182 0.28 0.06 0.83
H 2.3298 0.5851 -1.6331 -1.10 -0.41 1.28
H 0.5649 1.0778 -1.0411 1.37 -1.22 -0.03
```
Forces are in eV/Å.

Properties
energy above the lowest of the compared OMol25 structures with the same formula, charge and spin: 660.1 kJ/mol
E: -345.07643 a.u.
Kohn-Sham gap (alpha / beta): 7.61 / 7.60 eV
spin multiplicity: 1

So, what does the Mulliken scheme give us? The charges, in e, come out as: C -0.7384; C -0.4448; C 0.2777; C -1.1384; C -0.9785; C -0.0735; N -0.2497; N -0.1762; H 0.3067; H 0.2256; H 0.2908; H 0.1301; H 0.3621; H 0.3929; H 0.3076; H 0.3205; H 0.2712; H 0.3367; H 0.3245; H 0.2530